C54H141N7O20 | the ωB97M-V functional and the def2-TZVPD basis

ORCA input file:
```
! RIJCOSX wB97M-V def2-TZVPD def2/J DEFGRID3
* xyz 1 2
C 12.14299 23.43125 -0.07814
O 10.82655 23.10173 0.07745
C 10.40443 22.15981 -0.93135
C 8.88824 21.78458 -0.79766
N 8.03224 22.97869 -0.86286
C 6.66011 22.52604 -0.89823
C 6.01209 22.64614 0.54078
O 6.08889 23.96390 1.01522
C 5.86021 24.05481 2.40102
H 12.42127 24.14319 0.69892
H 12.31335 23.90172 -1.04651
H 12.79947 22.56871 0.03653
H 11.00487 21.26797 -0.75193
H 10.60307 22.55313 -1.92832
H 8.74753 21.16343 0.08692
H 8.67177 21.17543 -1.67526
H 8.06649 23.59635 -0.06447
H 6.56364 21.52833 -1.32644
H 6.08051 23.13807 -1.58931
H 6.51024 21.96791 1.23356
H 4.97482 22.31530 0.48860
H 6.45049 23.33192 2.96413
H 4.79257 23.90064 2.55748
H 5.95379 25.06929 2.78855
C 15.21956 24.61434 7.19106
O 14.60186 24.58959 5.90752
C 14.74465 25.83282 5.19772
C 13.90361 25.78399 3.89642
N 12.47780 25.71302 4.31425
C 11.66249 25.31930 3.15599
C 10.23254 24.85932 3.60711
O 10.23658 23.75104 4.52604
C 8.93895 23.37111 5.02208
H 14.79429 25.38473 7.83429
H 16.29547 24.73090 7.06099
H 15.06692 23.68950 7.74737
H 15.77398 25.86058 4.84023
H 14.65085 26.70030 5.85100
H 14.27107 24.92266 3.33859
H 13.98350 26.62653 3.20951
H 12.48176 24.90900 4.92551
H 11.99856 24.41324 2.65180
H 11.61968 26.13543 2.43474
H 9.66183 24.54178 2.73444
H 9.68638 25.70887 4.01707
H 8.44185 24.16069 5.58561
H 9.11595 22.54945 5.71609
H 8.30100 22.94078 4.25011
C 23.88961 22.53257 1.44255
O 22.86316 23.46683 1.77107
C 21.99738 23.01322 2.75771
C 20.90210 24.06806 2.95615
N 21.25998 25.41688 3.40241
C 22.24724 25.40500 4.45328
C 22.68872 26.80266 4.76005
O 23.24438 27.31039 3.57655
C 23.92120 28.57048 3.77752
H 24.66475 23.01157 0.84437
H 23.37685 21.80254 0.81627
H 24.45818 22.16820 2.29815
H 22.45430 22.79208 3.72230
H 21.61907 22.03500 2.46095
H 20.26047 23.67885 3.74667
H 20.33008 24.11972 2.02975
H 21.80840 25.81058 2.65119
H 23.15069 24.88668 4.13200
H 21.88911 24.92507 5.36406
H 23.43600 26.87706 5.55007
H 21.79869 27.37718 5.01671
H 24.37506 28.80338 2.81426
H 24.75219 28.62385 4.48088
H 23.28018 29.39150 4.09864
C 24.71223 27.52174 -4.57654
O 23.48217 26.76679 -4.58791
C 22.64368 27.05889 -5.70418
C 21.31508 26.24872 -5.57073
N 20.51162 26.81067 -4.46410
C 19.25250 26.08158 -4.26664
C 18.54089 26.61044 -2.99662
O 19.20604 26.14490 -1.84056
C 18.72151 26.64033 -0.60648
H 25.37246 27.26264 -5.40423
H 25.27699 27.22477 -3.69283
H 24.52915 28.59605 -4.59729
H 23.12846 26.75748 -6.63274
H 22.40065 28.12021 -5.75558
H 21.48272 25.17404 -5.49964
H 20.75584 26.42218 -6.49011
H 20.94377 26.75762 -3.55276
H 19.41723 25.00718 -4.18518
H 18.55865 26.21186 -5.09712
H 17.48574 26.33709 -3.00305
H 18.49583 27.69945 -3.00787
H 19.05060 27.66718 -0.44718
H 19.06134 26.12835 0.29379
H 17.63183 26.66286 -0.62086
C 12.29155 26.64699 -8.61965
O 12.45923 26.55634 -7.25654
C 11.37984 27.23867 -6.60768
C 11.84158 27.33668 -5.10580
N 11.48177 26.11105 -4.37920
C 11.67781 26.20896 -2.92303
C 13.17984 26.31203 -2.41799
O 13.17403 26.38438 -0.97484
C 14.44679 26.25917 -0.39492
H 12.38715 27.68371 -8.94241
H 11.25870 26.35731 -8.81310
H 13.02923 25.99770 -9.09119
H 10.42374 26.73794 -6.76009
H 11.36231 28.26170 -6.98344
H 11.27200 28.19339 -4.74559
H 12.91450 27.48818 -4.98756
H 10.52475 25.88840 -4.61292
H 11.28890 25.26919 -2.53103
H 11.03363 27.03092 -2.61074
H 13.60142 27.24245 -2.79839
H 13.82305 25.49261 -2.73883
H 14.99328 27.18074 -0.59530
H 15.01266 25.36753 -0.66490
H 14.24511 26.24869 0.67620
C 11.35529 20.80215 3.13970
O 12.65956 20.44272 3.46339
C 13.30301 21.33403 4.38483
C 14.55066 20.64458 4.89231
N 14.28880 19.40205 5.62250
C 15.47701 18.93762 6.30625
C 15.20998 17.80103 7.33293
O 14.86870 18.47920 8.50799
C 14.86507 17.71179 9.71510
H 10.92683 20.01518 2.51905
H 11.31300 21.71920 2.55205
H 10.67707 20.93513 3.98257
H 12.65907 21.56272 5.23404
H 13.50233 22.27927 3.87997
H 15.02885 21.33492 5.58720
H 15.24565 20.43555 4.07905
H 13.63097 19.54778 6.37491
H 16.07114 19.72169 6.77566
H 16.10185 18.48946 5.53371
H 16.11715 17.20105 7.40473
H 14.31516 17.27235 7.00446
H 15.66470 16.97862 9.82067
H 13.87771 17.25936 9.80750
H 15.04161 18.49088 10.45668
C 18.16411 20.54280 -0.98522
O 18.73750 19.98443 -2.18045
C 19.97493 20.46842 -2.58873
C 21.17374 19.99468 -1.70861
N 21.27532 18.53822 -1.66097
C 22.02226 17.87751 -2.73490
C 21.68869 16.36376 -2.74101
O 20.38543 16.19806 -3.16997
C 19.93035 14.86577 -3.09881
H 17.93366 21.60669 -1.04119
H 18.79411 20.36188 -0.11432
H 17.23733 20.03610 -0.71608
H 19.86761 21.55300 -2.57264
H 20.08791 20.19872 -3.63877
H 21.11929 20.34825 -0.67899
H 22.10716 20.47158 -2.00759
H 20.29519 18.30762 -1.74013
H 23.07475 18.04441 -2.50573
H 21.87682 18.25102 -3.74853
H 21.84839 15.90657 -1.76450
H 22.27943 15.81698 -3.47596
H 19.88662 14.56613 -2.05172
H 20.55925 14.27378 -3.76374
H 18.90195 14.75774 -3.44351
C 14.61828 20.25671 -3.07291
C 13.47343 21.16725 -2.69214
O 12.55080 21.14504 -3.77271
H 14.26986 19.22537 -3.12805
H 15.51230 20.29586 -2.45057
H 14.94144 20.53553 -4.07587
H 13.70931 22.22773 -2.60360
H 12.99848 20.83440 -1.76925
H 12.65810 21.94386 -4.29423
C 17.08576 23.74554 1.60676
C 15.98371 22.68541 1.61023
O 15.56913 22.52563 0.27521
H 17.87993 23.51518 0.89660
H 17.55917 23.87240 2.58036
H 16.67013 24.71008 1.31519
H 15.18454 22.97876 2.29095
H 16.38517 21.75974 2.02264
H 14.95639 21.78786 0.23238
C 12.77561 18.45784 0.53311
C 14.09848 19.10803 0.82448
O 13.75215 20.45575 0.99511
H 12.15559 18.46376 1.42957
H 12.87745 17.39721 0.30334
H 12.17857 19.05023 -0.16024
H 14.79433 18.95717 -0.00082
H 14.48841 18.67258 1.74450
H 13.28776 20.52846 1.83216
C 19.10164 20.54000 2.88198
C 17.95184 19.47420 3.15083
O 17.36118 18.91392 1.95634
H 18.78263 21.41404 2.31418
H 19.91831 20.16456 2.26538
H 19.41581 20.90344 3.86040
H 17.16223 19.87821 3.78439
H 18.44641 18.75676 3.80564
H 17.04151 18.04842 2.22155
C 18.69616 26.36182 5.66261
C 18.50612 27.24558 4.44660
O 18.59377 26.36978 3.33665
H 18.70417 27.00941 6.53934
H 19.68140 25.89564 5.65364
H 17.99761 25.53369 5.78233
H 19.20951 28.07544 4.37818
H 17.49696 27.65751 4.45048
H 19.53951 26.22677 3.25467
C 17.72555 22.73916 5.31110
C 18.32091 22.68454 6.67857
O 19.31337 21.64046 6.66685
H 17.14143 21.83188 5.15697
H 18.53758 22.82128 4.58862
H 17.05706 23.58880 5.17206
H 17.56245 22.55858 7.45121
H 18.97555 23.54643 6.80777
H 19.56932 21.56385 7.58892
*
```

Computed properties:
- largest force on an atom (eV Å⁻¹) = 4.01
- lowest unoccupied orbital energy (spin up / spin down) (eV) = -2.63 / -7.71
- E_tot (Eh) = -4029.345058
- frontier orbital gap (spin up / spin down) (eV) = 6.9 / 1.8

Mulliken atomic charge list, values in e, 99 entries:
1 C 1.295
2 O -0.191
3 C 0.311
4 C -0.879
5 N -0.331
6 C -0.912
7 C -0.538
8 O -0.340
9 C -0.570
10 H -0.708
11 H -0.382
12 H 0.109
13 H -0.462
14 H 0.279
15 H 0.336
16 H 0.458
17 H 0.272
18 H 0.395
19 H 0.398
20 H 0.332
21 H 0.454
22 H 0.123
23 H 0.377
24 H 0.256
25 C -0.878
26 O -0.060
27 C -0.427
28 C 0.049
29 N -0.559
30 C 0.571
31 C -1.025
32 O -0.095
33 C -0.842
34 H 0.401
35 H 0.225
36 H 0.263
37 H -0.183
38 H 0.606
39 H -0.471
40 H 0.643
41 H 0.459
42 H -0.787
43 H 0.507
44 H 0.265
45 H 0.523
46 H 0.327
47 H 0.306
48 H 0.168
49 C -0.628
50 O -0.347
51 C -0.857
52 C 0.106
53 N 0.140
54 C -0.782
55 C -0.844
56 O -0.308
57 C -0.849
58 H 0.282
59 H 0.110
60 H 0.315
61 H 0.356
62 H 0.440
63 H -0.426
64 H 0.212
65 H 0.279
66 H 0.354
67 H 0.484
68 H 0.564
69 H 0.220
70 H 0.258
71 H 0.330
72 H 0.318
73 C -0.749
74 O -0.268
75 C -0.589
76 C -0.709
77 N -0.358
78 C -0.553
79 C -0.425
80 O -0.242
81 C 0.063
82 H 0.296
83 H 0.240
84 H 0.306
85 H 0.416
86 H 0.342
87 H 0.380
88 H 0.378
89 H 0.246
90 H 0.232
91 H 0.363
92 H 0.243
93 H 0.376
94 H 0.398
95 H -0.171
96 H -0.154
97 C -0.734
98 O -0.260
99 C -0.707

C4H6N2O | the ωB97M-V functional and the def2-TZVPD basis

ORCA input file:
```
! RIJCOSX wB97M-V def2-TZVPD def2/J DEFGRID3
* xyz 0 1
C 2.02236 0.48634 0.14362
C 0.59215 -0.00989 0.04019
C 0.55576 -1.34100 0.31361
N -1.64310 -1.11298 0.17121
C -1.59305 0.15410 -0.08324
O -2.69043 0.89704 -0.32177
N -0.41312 0.82514 -0.14052
H 2.18190 0.87344 1.15314
H 2.11798 1.28026 -0.59247
H 2.79587 -0.27063 -0.04588
H 1.09766 -2.03867 -0.34436
H -2.61024 -1.44046 0.30268
H -2.35518 1.77697 -0.56464
*
```

Computed properties:
- largest force on an atom (eV Å⁻¹) = 1.31
- energy above the lowest of the compared OMol25 structures with the same formula, charge and spin (kJ/mol) = 360.8
- lowest unoccupied orbital energy (eV) = -0.04
- E_tot (Eh) = -340.657501
- frontier orbital gap (eV) = 8.9

The computed natural (NBO) charges, all in e, follow:
1 C -0.631
2 C 0.142
3 C -0.007
4 N -0.710
5 C 0.691
6 O -0.664
7 N -0.621
8 H 0.240
9 H 0.239
10 H 0.225
11 H 0.203
12 H 0.391
13 H 0.502

Q: Which value of E_tot does entry 1 give?
A: -4029.345058 Eh